No. 1
The following is a quantum chemistry calculation of a 9-piece molecular cluster, C58H114BN8O20 overall, from OMol25.

The geometry in ORCA input format:
```
! wB97M-V def2-TZVPD RIJCOSX def2/J DEFGRID3
* xyz -3 1
H 0.1895 5.4448 -4.5195
H 0.5372 0.2888 2.7181
O -0.4292 -3.4308 3.0680
H -1.9061 1.3574 -5.9130
C -4.0814 -8.2490 5.0500
C -2.0480 -0.1514 6.9777
H 2.4588 1.4007 4.6080
O 0.0938 -0.4264 -0.3269
H 0.8474 -3.0282 -8.3800
C -3.0841 3.7387 1.8835
H 1.2805 4.8142 -7.0637
N 5.4033 -1.7226 0.4781
H -4.5063 -9.1067 5.5875
H -2.0352 -6.1156 5.9123
H -3.8442 -4.1206 7.2331
H -4.3826 -2.8745 3.5426
C 3.2640 -2.4023 -0.3128
H 5.8734 4.5386 -4.1887
C 0.6582 4.4797 -4.3247
C -1.0904 -1.6869 -1.8732
H -0.0113 3.7111 -4.7239
H -5.9928 -7.2976 7.0335
N -0.8662 1.0717 5.2022
H 2.8933 -0.9672 -6.0894
H 1.0487 1.7971 2.4541
C 4.1086 -0.0291 -0.8857
H -3.0251 -0.6855 -5.5019
C 4.7358 2.7503 -5.8400
H -2.1073 7.0333 -1.3300
C -3.6414 -3.6510 6.2675
H 5.9694 2.1445 -3.6442
O 2.2835 2.0325 -4.4677
C -1.5989 -1.3743 2.4415
O 0.5736 0.0645 -2.4624
H -2.2340 -0.3803 8.0336
C 1.1745 -0.3639 -8.2498
H -3.2325 5.7947 2.0732
O -1.6908 -1.8958 -0.7362
O -1.4660 -2.0602 -2.9549
H -0.5042 2.9426 7.1580
H -4.0810 -2.6515 6.2293
O -0.0983 -2.5030 1.0517
C -4.2333 -4.4773 5.0836
O -4.2699 -3.5406 -0.0114
N -0.4013 -1.5968 -6.7956
H 2.3361 -0.5388 1.3033
H -1.1378 1.1651 -8.3489
C 4.2804 3.2533 -4.4651
C -5.7518 -4.4316 5.2897
H 2.5961 -2.7083 -7.8439
H -2.4002 0.8102 -1.0881
H 7.3516 -3.0206 1.3982
H -0.9423 6.2067 -0.4264
O -2.5542 4.5547 -2.2330
H -1.3025 1.9559 8.3948
N -3.2948 -4.3286 -0.3040
H -3.1396 1.7136 1.1953
H -4.6001 -8.2699 4.0937
H 1.1432 3.4049 3.7996
H -0.3835 3.7403 4.4069
C -1.9339 6.6522 -0.3161
H 4.2199 5.4768 -6.1704
C 0.0129 -0.6064 -1.6197
H 4.6852 6.6872 -4.9932
H 2.6335 3.7633 -7.0889
C -1.2468 2.1602 7.3168
C -1.2767 0.0814 -8.4361
C 4.0521 -1.1844 0.1113
N -3.7148 -5.8528 5.0423
C -1.0059 0.7488 -6.0032
H -7.3625 -5.2492 6.2958
O -2.3520 -1.1719 3.3745
H 1.1100 3.1583 -6.5863
C 7.1750 0.0398 0.6292
H -2.2023 2.5980 7.0251
H -4.1802 3.8236 1.8791
H -0.6337 1.5539 2.5650
H -1.6205 4.6561 -2.4448
O 2.0684 -5.8248 -1.9641
C 0.2950 1.2955 3.0763
C -6.2761 -5.3846 6.3675
C 0.5110 3.1622 4.6576
C 1.5425 -2.7524 -7.5792
C -3.0139 2.9030 -0.5417
H -2.1775 0.5088 4.0738
B -0.7928 -1.4356 0.3390
C 2.0125 4.3477 -5.0111
H -4.8154 1.6883 -1.2342
O -1.6932 -0.7705 1.2911
H 2.2942 -2.1196 -0.7195
O -3.0445 -4.6371 -1.4806
H 3.7599 -2.9495 -1.1213
N 2.8092 3.3292 -4.2846
H -5.0652 5.2369 0.1404
C 5.5809 -0.4128 2.5677
H -4.0327 -7.9078 7.8301
O -2.0670 1.3750 4.5257
H 2.6483 5.7763 -3.6812
H -6.0331 -5.0018 7.3599
H 8.3413 -1.8204 2.1887
H 4.3504 0.8700 -0.3075
H 0.4194 -0.8317 6.8653
C 1.8217 -0.9076 -5.8851
C -4.3302 5.9404 -0.2477
H 5.7936 2.4918 -5.7664
H -2.6125 1.9468 -2.3844
H -1.5791 5.2306 1.7393
C 1.7660 4.0255 -6.4805
H -2.5718 -3.4363 6.2182
C 7.3076 -2.1284 2.0269
H -1.5723 2.5604 1.0363
H 4.4525 1.3379 -3.6837
H 7.4660 0.8866 1.2569
C 6.3867 -1.0741 1.3901
H 1.7427 -1.6469 -5.0816
C 2.7101 5.7102 -4.7715
H 0.6400 4.2657 -3.2551
H 4.2754 1.8033 -6.1270
H 6.7096 0.3582 -0.2978
H -3.0053 -8.4004 4.9823
H -6.2238 -4.5249 4.3078
H 2.0624 -0.6645 -8.8200
C 4.7907 4.7040 -4.1419
C 4.9089 2.2996 -3.4375
H 2.5925 0.5047 6.8693
H 4.5221 3.4906 -6.6077
C -0.6062 -2.5619 2.2500
H 4.8140 -0.1739 -1.7010
H 1.9695 1.7673 -3.5909
C 4.2109 5.7086 -5.1006
H -0.5212 -1.5098 -4.8833
H -2.7918 -3.6986 3.7291
H -0.2734 -1.3542 -9.6603
C 0.3823 0.2242 7.1304
H -3.0481 -1.8621 -6.7353
O -0.6158 -2.1934 -5.5749
N -2.6012 4.2838 -0.8424
C -5.8508 -6.7862 6.0730
C -0.9325 0.8482 6.6400
N 0.9855 -5.2803 -1.6333
H -6.3451 -7.3237 5.2678
H 3.1409 0.3042 -1.2717
C 4.2335 0.2584 2.2225
O 0.1453 -5.0033 -2.5389
H 1.6911 1.9558 6.9210
H 6.8764 -2.4685 2.9672
O -2.5838 -4.7614 0.6449
C -0.0170 -0.3875 -9.2319
H -3.0355 0.2703 6.7466
H -2.5547 -6.9527 7.2447
H -4.8288 3.3504 -1.5996
H -0.7412 0.4286 -4.9907
O -2.3134 -5.8835 5.0197
C -3.6348 -7.0709 7.2581
H 8.1708 -0.3623 0.4095
H -4.4944 6.9116 0.2342
C -2.8945 5.4688 -0.0716
H 3.5983 0.6190 3.0301
H -4.2297 -4.4200 2.9276
H 1.3756 0.0153 -5.5239
H -0.1612 1.3513 -6.3485
C 0.3246 1.6041 4.5588
H -2.8550 3.5228 2.9273
C 1.0267 -1.3509 -7.0978
H 1.4678 0.6390 -7.9261
H 4.5743 5.0104 -3.1190
H 0.9217 3.5774 5.5774
H -5.1671 2.8119 0.0635
C 1.6047 0.8863 5.0437
H 5.9811 -3.0860 -0.7025
H 6.1135 0.4436 3.0037
H 1.4805 -0.1469 4.7156
H 0.4173 0.3582 8.2139
O 6.1143 -2.1316 -0.6745
C 3.4010 -0.7538 1.4370
O 0.7171 -4.9630 -0.4539
C -4.5319 2.6521 -0.8103
C -1.3160 -0.4242 -6.9577
H -2.0579 7.4411 0.4171
H -3.9745 -6.1942 7.8211
C -4.3077 -6.9442 5.8524
C -2.6545 2.6515 0.9185
H -6.0561 -3.4375 5.6274
H -2.0937 -1.1041 6.4527
C -2.7511 -0.8240 -6.5469
C 1.6293 0.9244 6.5578
H 1.2235 -3.5186 -6.8695
H 3.2663 -1.5815 2.1435
H 5.5798 -1.0752 3.4345
H 4.4480 1.1366 1.6072
H 2.2216 6.5358 -5.2888
H -2.2349 -0.0492 -8.9384
C -2.2782 1.8613 -1.3465
H -4.5274 6.1846 -1.2951
C -3.8709 -3.8143 3.7637
C -2.6226 5.1577 1.4277
H -3.5152 -0.3432 -7.1705
H 4.8132 2.5550 -2.3838
H 3.1865 -3.1590 0.4646
H -1.1960 2.0167 -1.2974
H 0.2118 0.3439 -10.0092
*
```

HOMO-LUMO gap	4.091	eV
F_max	0.0496	Eh/bohr



No. 2
The following is a quantum chemistry calculation of a 3-piece molecular cluster, C12H29NO3 overall, from OMol25.

The geometry in ORCA input format:
```
! wB97M-V def2-TZVPD RIJCOSX def2/J DEFGRID3
* xyz 1 2
H 3.9572 2.6426 1.9876
H -3.2228 -2.2966 -1.5031
H -1.9684 -1.6603 -2.0631
H 3.1345 1.6279 -1.4891
H -5.0987 0.3968 -0.8453
O -2.2793 -2.2269 -1.3571
H 0.1224 1.6389 -0.3158
H 1.1136 -1.3495 1.7172
C 4.0254 -0.7511 2.4172
C 1.9197 0.4469 -0.1537
H 3.5987 1.3391 4.1368
H 3.3855 -1.6098 2.6205
C -6.0409 -0.9328 -2.3131
C -7.4428 -1.1405 -1.7260
H -4.5321 0.5478 -2.4844
H 5.0306 1.5151 2.1113
H 2.0024 1.8157 3.6537
H -6.1877 1.1386 -2.0885
C 4.2123 1.5944 0.2387
H -6.1415 -0.8710 -3.3967
C 2.8924 1.6994 -0.4288
H -7.5567 -0.8128 -0.6927
N 1.8256 0.3622 1.3613
H 2.4221 0.1717 4.2667
C 3.0853 0.5085 2.1726
C -5.4275 0.3846 -1.8845
H -5.4514 -2.7408 -2.5693
C 2.7123 0.9898 3.6074
H 2.7513 -0.5940 -1.8212
H 4.8082 -0.5208 3.1399
O 0.8236 -0.4671 1.9596
H -8.2962 -0.7818 -2.3014
C 2.4893 -0.8776 -0.8018
H -0.2835 0.0152 -0.4248
H 0.4013 0.8399 -1.8018
C 0.5057 0.7043 -0.7254
C 4.0551 1.6156 1.6356
H 4.7624 2.4842 -0.0674
H -7.6985 -2.1990 -1.6798
O -5.0781 -2.0042 -2.0797
H 2.2938 2.5811 -0.1998
H 1.7384 -1.6645 -0.7310
H 3.4607 -1.1622 -0.3975
H 4.4758 -1.1087 1.4913
H 4.7006 0.7120 -0.1748
*
```

HOMO-LUMO gap (spin up / spin down)	9.988 / 5.553	eV
F_max	0.0647	Eh/bohr



No. 3
The following is a quantum chemistry calculation of a 2-piece molecular cluster, C21H44NO3S overall, from OMol25.

The geometry in ORCA input format:
```
! wB97M-V def2-TZVPD RIJCOSX def2/J DEFGRID3
* xyz 1 1
C -4.6293 3.4197 1.8797
H -2.2290 3.0358 0.3125
H -4.1715 6.0212 -3.6583
C -5.3095 3.2491 -1.8603
O 3.5038 -3.5056 -2.5083
H 8.1485 -1.9063 1.0400
H -5.8657 4.7151 -0.3678
C -3.5086 1.4535 1.0997
H -6.1810 3.0516 0.0753
C 0.9807 -0.2192 0.5143
H -4.6701 1.5427 2.9634
H 2.7101 -3.2191 2.0258
H 4.9297 -3.7885 2.5534
H -5.8385 5.4847 -3.4873
C 4.2371 -3.6998 0.5270
H -0.8499 -0.8390 1.4978
H 5.3358 -4.8669 -0.9833
H 4.2643 -2.7920 -0.0810
H -3.3564 4.0789 -2.3573
C 2.8268 -3.8015 1.1145
H -3.8425 3.8056 2.5261
H 7.6267 -0.3482 -0.5915
H -2.7098 5.0610 1.0574
H -1.5240 -2.5659 -0.0734
C 5.3714 -3.6465 1.5656
C 0.3757 -3.2900 0.5828
H 0.4021 -3.1133 1.6585
C 7.2282 -2.1788 0.5301
H -6.3153 3.2911 -2.2859
H 2.1110 -2.4597 -0.4066
H 1.4698 -0.3920 -0.4437
C -3.5684 5.0583 0.3918
H -3.2842 2.3438 -0.9056
S 3.1543 -4.6787 -1.7640
H -3.2485 5.2579 -0.6259
H 2.6199 -4.8506 1.3414
C -4.3740 4.0615 -2.7582
H -3.7153 0.5295 0.5648
C 6.9434 -1.1940 -0.6215
C -3.2170 2.6172 0.1392
C 6.0947 -2.2912 1.5764
H 6.4671 -2.1000 2.5817
C 4.3791 -4.8531 -0.4698
H -5.5620 3.9385 2.0891
H 4.1788 -5.8188 -0.0061
H -0.0651 -4.2761 0.4376
C -4.8606 5.4882 -3.0053
H 6.0874 -4.4489 1.3993
O 1.7888 -4.4068 -0.9844
C -5.4643 3.7042 -0.4187
N -4.2163 3.7134 0.4526
H -4.9473 6.0654 -2.0817
H 7.0813 -1.6743 -1.5872
H 0.9313 0.8586 0.6591
H -5.0403 2.1904 -1.8870
H -0.2205 -2.1780 -1.1771
H -1.0419 -0.1895 -0.1228
C -4.7091 1.9086 1.9407
H 5.3636 -1.5054 1.3741
C -0.4174 -0.8435 0.4957
H -5.6438 1.5527 1.5068
H 1.6123 -0.6406 1.2950
O 2.9649 -5.9161 -2.4383
H 5.9250 -0.8145 -0.5816
H 7.3853 -3.1685 0.1028
C -0.4833 -2.2401 -0.1204
H -4.2889 5.8052 0.7147
H -2.6381 1.2705 1.7265
C 1.8091 -3.3966 0.0620
H -4.3010 3.5435 -3.7151
*
```

relative energy (zero: lowest compared OMol25 entry of this formula, charge and spin)	0.000	eV
HOMO-LUMO gap	9.676	eV
F_max	0.0121	Eh/bohr



No. 4
The following is a quantum chemistry calculation of the molecule C5H7N, from OMol25.

The geometry in ORCA input format:
```
! wB97M-V def2-TZVPD RIJCOSX def2/J DEFGRID3
* xyz 0 1
C -0.3773 -0.7174 -1.0285
H -0.0030 2.2307 -1.4461
C 0.0757 0.4171 -0.3118
C -0.3929 1.8224 -0.5093
N 0.1696 -2.4520 1.3549
H 0.1468 -2.4523 2.3757
H 1.6737 0.3955 1.2871
C 0.8785 -0.0722 0.7173
H -0.0966 2.4774 0.3101
H -1.3687 -0.7426 -1.4769
H -1.4839 1.8404 -0.5901
H 0.3483 -1.3686 -1.4945
C 0.4299 -1.3784 0.8120
*
```

structure (SMILES)	C=C(C)C=C=N
relative energy (zero: lowest compared OMol25 entry of this formula, charge and spin)	3.214	eV
HOMO-LUMO gap	9.168	eV
F_max	0.0059	Eh/bohr



No. 5
The following is a quantum chemistry calculation of a 2-piece molecular cluster, C3H6N2O2 overall, from OMol25.

The geometry in ORCA input format:
```
! wB97M-V def2-TZVPD RIJCOSX def2/J DEFGRID3
* xyz 0 1
N 0.7922 -0.3352 0.6295
C -1.1985 1.1825 0.9186
H -0.7511 -0.0872 -0.8090
O -0.4126 -2.2355 -1.5737
O 1.2100 -3.4903 -0.7731
H -0.6821 1.4910 1.8245
C 1.1643 0.7799 -0.1729
H 1.5919 1.6071 0.3823
H -1.5517 2.0646 0.3885
N 0.5084 -2.5604 -0.9161
H 1.6334 0.6121 -1.1346
H -2.0531 0.5727 1.1998
C -0.2511 0.3987 0.0361
*
```

relative energy (zero: lowest compared OMol25 entry of this formula, charge and spin)	7.658	eV
HOMO-LUMO gap (spin up / spin down)	8.817 / 9.264	eV
F_max	0.0367	Eh/bohr



No. 6
The following is a quantum chemistry calculation of a 2-piece molecular cluster, C2H2FNO2 overall, from OMol25.

The geometry in ORCA input format:
```
! wB97M-V def2-TZVPD RIJCOSX def2/J DEFGRID3
* xyz 0 1
H -0.0528 -1.6705 1.2905
O 0.0750 2.2837 -1.6397
C 0.4770 1.1906 -1.5783
H -1.6267 -0.7949 2.2051
F 1.0841 -0.8800 -0.9037
N 1.1813 0.2016 -1.6922
O -0.4348 0.3314 0.8494
C -0.7032 -0.6619 1.4688
*
```

structure (SMILES)	O=C=NF.C=O
relative energy (zero: lowest compared OMol25 entry of this formula, charge and spin)	4.501	eV
HOMO-LUMO gap	10.795	eV
F_max	0.0473	Eh/bohr



No. 7
The following is a quantum chemistry calculation of CH3BBr2O2 as an isolated structure, from OMol25.

The geometry in ORCA input format:
```
! wB97M-V def2-TZVPD RIJCOSX def2/J DEFGRID3
* xyz 0 1
O -1.3934 1.7661 -0.5130
Br 2.5475 -1.3696 1.5524
O 0.2579 0.2729 -1.3131
H 0.2429 0.7369 -2.1035
C 0.7145 -1.4564 1.7050
B -0.5363 0.7451 -0.3357
H -0.4020 0.3386 0.7042
H -1.3267 2.0585 -1.3854
Br -0.1044 -3.0921 1.6891
*
```

relative energy (zero: lowest compared OMol25 entry of this formula, charge and spin)	3.906	eV
HOMO-LUMO gap	7.672	eV
F_max	0.0535	Eh/bohr



No. 8
The following is a quantum chemistry calculation of a 3-piece molecular cluster, C36H76I2N12O5P2S overall, from OMol25.

The geometry in ORCA input format:
```
! wB97M-V def2-TZVPD RIJCOSX def2/J DEFGRID3
* xyz 0 1
C -3.8863 8.9427 4.5053
H -0.7949 4.4495 3.8693
H -0.6170 9.5835 3.3883
H -2.2543 -3.9191 4.8215
H 0.5634 6.4350 2.6767
N -4.9779 -8.4154 -3.5823
C 0.6849 3.6295 -1.4370
H 3.7715 -2.9183 3.3290
H -4.5111 8.7266 5.3789
C 0.7283 3.1216 -2.9654
O -2.2067 0.4149 -6.1674
H 4.0258 -4.5262 -4.4365
N -4.3205 -7.5977 -5.7790
C -2.7639 8.5796 1.0840
C 0.4385 6.7727 3.7121
C 2.9807 -2.3078 3.7732
H -2.3160 7.3137 6.4430
H -2.1434 -2.1655 4.8708
C -2.0548 8.2347 5.9157
C 1.1001 -3.7984 -4.0620
H -1.5107 -4.8046 -4.4879
O 0.6215 -0.6817 2.6985
C 0.9788 1.5495 -2.9182
H -4.7779 -8.5175 -5.9298
C -1.6482 -3.0846 5.1913
H 0.0292 8.9651 1.8495
C 2.3779 -5.1865 -7.2243
H 0.2158 1.1841 5.4989
H -0.2865 -2.7481 -2.5530
H -2.2255 -3.5249 -3.4361
H -2.4332 9.0748 6.5077
N -2.5959 8.2566 4.5643
H -0.7532 0.8112 -4.0742
H 0.7112 -1.2211 -6.1635
H 2.4356 -3.9473 1.7606
H -1.6209 -1.3559 -4.2125
H 0.1056 -4.9669 3.6897
H 0.7518 1.2910 -5.1215
H 3.0834 -2.4650 4.8477
H -0.0926 2.9882 -0.9214
H 2.5135 -4.1915 -2.2993
H 3.8592 0.5054 0.0909
H 2.0832 -0.5812 -4.2790
C 0.3654 0.7715 -4.1899
H -4.4859 -5.7268 -3.2993
H 0.7779 -3.4135 1.5198
H -1.3209 -5.6751 -1.5400
H -0.3378 4.9881 5.5005
C -0.0715 -3.7702 -2.9985
C -1.1943 -1.6349 -5.2187
H 2.9741 3.2489 1.3229
P 0.2501 -1.8089 3.6706
C -1.0187 5.1694 4.6635
C -2.6449 -6.6999 -3.0986
H -1.8539 -7.0620 -3.8146
H -5.9355 -8.6172 -3.8899
H -3.7257 10.0226 4.4402
H 0.4213 1.1684 -1.9979
N -1.9427 8.3758 2.2653
C -0.3956 0.3110 5.2439
H 2.2830 -0.5781 5.9986
H 3.5443 -2.9000 -5.0443
H -0.2851 -5.1425 5.4034
N 0.4167 -0.8834 5.0866
I -1.3372 -1.3744 -8.4139
H 2.0711 1.3029 -2.7501
H 1.1711 2.3733 2.6483
H -1.6555 -3.0959 6.2850
S 5.2425 -2.8107 -3.2124
C 1.2812 -5.3100 -4.6427
H 1.1763 6.2532 4.3305
C -0.8692 9.3351 2.3547
H 3.1886 -1.2585 3.5372
C -4.3881 -7.4184 -4.5044
P -2.2907 7.0664 3.2910
C 3.7564 -3.4766 -4.0834
C 2.4341 -3.4997 -3.2004
H 1.8687 4.6851 1.1710
C 2.0582 3.4336 -0.6742
O -2.1133 5.9772 2.2271
H 1.5094 -2.1293 6.4018
H -1.5390 -2.6676 -5.5607
O 0.9741 -3.0173 -5.2353
H 0.6632 1.7026 1.0387
N -0.9105 6.5515 4.1965
N 1.6681 -2.7283 3.3110
H -0.2303 3.3958 -3.4940
C 0.4281 -1.7226 -5.1718
H -2.9471 -7.4474 -2.3061
C 0.8547 2.6733 1.5945
H 0.3000 -5.8449 -4.7875
C -1.4739 -4.3831 -3.4390
C 0.9643 -0.7126 -4.0774
H 1.2863 -4.5505 4.9579
C 1.9644 3.5877 0.9082
H 0.2887 -4.3969 -2.1134
H -1.1400 10.2858 1.8828
H -0.9710 8.3534 5.9087
H -3.3780 9.4810 1.1965
N 2.1516 -6.1812 -3.8127
H -2.1527 8.6792 0.1802
N -3.8169 -6.2087 -3.9106
C 1.9294 -5.2949 -6.0926
C -1.6948 -0.6511 -6.3773
H -4.3821 -9.2490 -3.6559
H 2.9457 -6.5420 -4.3553
H -2.0295 4.9640 5.0293
H -3.4482 7.7450 0.9200
H 2.5234 -5.2028 -8.3344
H -0.9376 0.5535 4.3277
O 4.5296 -0.7564 -1.5756
C 4.1507 -0.5220 -0.2462
H 0.9222 -0.6548 7.1190
C 0.2341 -4.5108 4.6746
N -0.2691 -3.1453 4.7083
C 1.7577 -3.0996 1.8969
C -2.0619 -5.4239 -2.3516
C 4.7716 -2.1467 -1.5917
H 0.7143 7.8250 3.7875
I 1.1116 -7.6687 -2.8606
H 0.3002 4.6980 -1.3928
N 4.1845 -1.6968 0.4508
H 2.3876 -2.4652 -2.7155
H 2.5534 2.4285 -0.8719
H 2.7758 4.2235 -1.0808
H 0.8821 -1.0509 -3.0072
N 4.5649 -2.7301 -0.3671
H -0.0822 3.3018 1.7154
H 1.6087 3.5856 -3.5196
H 2.1073 -2.2710 1.2799
H -2.9486 -4.9259 -1.8299
H -1.1451 0.1626 6.0306
H -4.4575 8.6436 3.6241
C 1.3254 -1.0735 6.1904
*
```

structure (SMILES)	[H]/N=C(\N)NCCCC[C@](CCSc1nnco1)(O[C@H](CCCCCCCC)CC(=O)I)[C@@H](C#C)NI.CN(C)P(=O)(N(C)C)N(C)C.CN(C)P(=O)(N(C)C)N(C)C
HOMO-LUMO gap	7.218	eV
F_max	0.1382	Eh/bohr